A cluster of 2 separate species, C5H13N2 in total in a non-equilibrium geometry, computed with wB97M-V/def2-TZVPD.

Calculated values
Energy relative to the best compared isomer or geometry (same formula, charge and spin) (kcal/mol): 68.8
Kohn-Sham gap (Ha): 0.3688
F_max (Eh/bohr): 0.049
Lowest unoccupied orbital energy (eV): -3.04
Net charge: +1
E_tot (eV): -8367.8259
Multiplicity: 1

The geometry in XYZ format:
```
20
C5H13N2 | the OMol25 dataset | wB97M-V/def2-TZVPD
C 1.60462 1.41835 -0.40659
C -1.73432 -0.07574 0.63184
N -2.68112 0.59772 1.40397
H 1.95874 0.85408 1.62612
H -3.61722 0.69450 1.04203
H 1.41834 -1.63049 0.86182
H -0.44228 -1.47951 -1.65966
H 1.47302 2.47490 -0.07975
H 0.18736 -0.24819 -0.63950
H -0.95000 -0.53615 1.19442
H 3.11229 -1.28177 0.66239
H -2.68198 0.30406 2.41850
C 2.11311 -1.01058 0.28504
C 1.83914 0.45704 0.56329
N -0.50037 -0.51734 -1.37253
C -1.77978 -0.20078 -0.71748
H 1.58502 1.26084 -1.50515
H -2.55254 0.12997 -1.39371
H 2.02658 -1.29216 -0.76014
H -0.37861 0.08125 -2.15492
```

=====

A cluster of 2 separate species, C5H13N2 in total in a non-equilibrium geometry, computed with wB97M-V/def2-TZVPD.

Calculated values
Energy relative to the best compared isomer or geometry (same formula, charge and spin) (kcal/mol): 64.5
Kohn-Sham gap (Ha): 0.2633
F_max (Eh/bohr): 0.022
Lowest unoccupied orbital energy (eV): -4.89
Net charge: +1
E_tot (eV): -8368.0144
Multiplicity: 1

The geometry in XYZ format:
```
20
C5H13N2 | the OMol25 dataset | wB97M-V/def2-TZVPD
H -1.81990 -2.30189 2.80162
C -1.91483 -1.34473 2.30868
H 2.71486 0.04367 -1.27692
H 1.05849 -1.49954 -0.91319
H -2.74757 -1.20231 1.62811
C 1.72839 0.45036 -1.48951
H 1.49941 -0.39386 -3.47350
C -1.10107 -0.34951 2.66469
H -0.53662 1.57571 2.26504
H 1.55961 1.38803 -0.96702
N 0.76966 -0.52358 -0.91598
C -0.32350 -0.24137 -0.33612
H -0.95245 -1.02612 0.06390
H -2.09505 1.24151 1.81875
N -1.35547 1.01448 2.47339
H -0.67427 0.78165 -0.27834
H 0.57658 1.08295 -3.21009
H -0.19658 -0.50699 3.24258
H 2.28758 1.22961 -3.41473
C 1.52275 0.58193 -2.99139
```

=====

The ion C5H13N2 with charge +1 in a non-equilibrium geometry, computed with wB97M-V/def2-TZVPD.

Calculated values
Energy relative to the best compared isomer or geometry (same formula, charge and spin) (kcal/mol): 71.2
Kohn-Sham gap (Ha): 0.3969
F_max (Eh/bohr): 0.061
Lowest unoccupied orbital energy (eV): -3.43
Net charge: +1
E_tot (eV): -8367.7219
Multiplicity: 1

The geometry in XYZ format:
```
20
C5H13N2 | the OMol25 dataset | wB97M-V/def2-TZVPD
H -1.56913 -0.37688 -1.19277
H 1.04452 0.66744 -1.85574
H -0.06647 -2.69140 -0.31470
H 1.50771 -2.14424 -0.40860
H -2.52211 1.73200 -0.10133
H 1.06352 -1.26701 2.06909
H -1.07614 1.69804 -1.27140
H -1.89696 -0.56808 0.36244
H 2.50130 2.02499 -0.30221
N -1.26320 -0.01695 -0.23047
C 0.42243 -0.44185 1.60937
H -0.52703 -0.49888 2.09235
C 1.13003 0.64846 -0.66237
C 0.47980 -1.81766 -0.61266
H 0.77743 0.47532 2.03167
H -1.11018 2.10120 0.54565
C 0.18139 -0.40906 0.02490
N 1.84858 1.31917 0.12393
C -1.46276 1.43192 -0.23456
H 0.53723 -1.86654 -1.67256
```

=====

A cluster of 2 separate species, C5H13N2 in total in a non-equilibrium geometry, computed with wB97M-V/def2-TZVPD.

Calculated values
Energy relative to the best compared isomer or geometry (same formula, charge and spin) (kcal/mol): 83.3
Kohn-Sham gap (Ha): 0.2327
F_max (Eh/bohr): 0.066
Lowest unoccupied orbital energy (eV): -4.99
Net charge: +1
E_tot (eV): -8367.1963
Multiplicity: 1

The geometry in XYZ format:
```
20
C5H13N2 | the OMol25 dataset | wB97M-V/def2-TZVPD
C 0.05025 -1.65312 -0.73699
C -0.82583 1.27332 0.23189
C 1.48939 2.01898 0.29815
H 3.43282 2.92616 0.51426
H 0.24277 -3.40351 0.11784
H 1.02910 -1.71613 -1.16671
H -1.27648 1.97990 0.92224
H 1.53013 1.53531 1.28703
H 0.08804 2.64907 -1.05854
H -1.68270 0.89775 -0.38099
H -0.56191 -0.79125 -0.94398
H 2.48304 3.29416 -1.06294
C -1.78509 -2.81027 0.35034
H -1.66143 -2.93017 1.43721
N -0.36491 -2.63836 -0.07844
C 2.49826 2.79197 -0.11253
H -2.23760 -1.90804 0.18706
H -2.25929 -3.69882 -0.14341
N 0.34348 1.77252 -0.49998
H -0.53204 0.41050 0.83850
```

=====

A cluster of 2 separate species, C5H13N2 in total in a non-equilibrium geometry, computed with wB97M-V/def2-TZVPD.

Calculated values
Energy relative to the best compared isomer or geometry (same formula, charge and spin) (kcal/mol): 92.1
Kohn-Sham gap (Ha): 0.3521
F_max (Eh/bohr): 0.147
Lowest unoccupied orbital energy (eV): -3.75
Net charge: +1
E_tot (eV): -8366.8168
Multiplicity: 1

The geometry in XYZ format:
```
20
C5H13N2 | the OMol25 dataset | wB97M-V/def2-TZVPD
C -2.35999 -0.54275 0.36086
C -0.78013 2.30559 -0.02493
H 1.82521 0.11593 0.01288
N 2.79790 -1.25935 -0.06595
H -0.19390 -1.04600 0.49614
H -1.89937 -1.28812 -1.65222
H -0.41984 2.97704 0.70260
H 1.74913 1.75484 0.15475
C -0.04882 1.09389 0.02040
N 1.19609 0.92214 0.11543
H -1.90540 2.26665 0.19011
H -2.91601 0.38318 -0.06138
H 3.71694 -0.91307 -0.14383
H 2.73525 -1.94625 -0.89519
C -1.92639 -1.48610 -0.65822
H -1.36975 -2.40902 -0.58575
H -2.84316 -0.93128 1.22988
H -0.68388 2.84157 -1.07809
H 2.73091 -1.95909 0.63859
C -0.85839 -0.30118 0.06111
```

=====

The ion C5H13N2 with charge +1 in a non-equilibrium geometry, computed with wB97M-V/def2-TZVPD.

Calculated values
Energy relative to the best compared isomer or geometry (same formula, charge and spin) (kcal/mol): 63.6
Kohn-Sham gap (Ha): 0.3633
F_max (Eh/bohr): 0.104
Lowest unoccupied orbital energy (eV): -4.99
Net charge: +1
E_tot (eV): -8368.0523
Multiplicity: 1

The geometry in XYZ format:
```
20
C5H13N2 | the OMol25 dataset | wB97M-V/def2-TZVPD
C 0.72821 0.85933 -0.93248
H 1.64885 1.25279 1.14397
C -0.60404 1.58934 2.11343
H -1.04774 -0.08777 0.85665
H 0.03494 -0.46457 2.19508
H 1.63970 0.84808 -1.54299
H -0.58881 -3.02104 -0.53682
H -0.42561 1.63653 3.18548
H 1.69028 -0.45066 0.63321
N -0.42922 0.06537 -1.44768
H 0.37117 1.86341 -0.70108
C -0.18163 0.26819 1.41762
C 1.13301 0.48921 0.56724
C -0.37388 -1.28434 -1.55556
H -1.20372 0.61619 -1.78028
H -1.67939 1.82198 2.05860
H -0.04384 2.41648 1.66468
N -0.17365 -2.09902 -0.55454
H -1.02084 -1.49620 -2.40607
H 0.57493 -1.91873 0.10391
```